No. 1
C29H35F5N3OSTeTi as an isolated structure, computed with ωB97M-V/def2-TZVPD.

Spin multiplicity: 2
Maximum force (eV/A): 0.33
⟨S²⟩: 0.755
HOMO energy (spin up / spin down) (eV): -7.1 / -7.4
Orbital gap (spin up / spin down) (eV): 7.10 / 7.35
DFT total energy (Ha): -3380.65190

Last column: Löwdin spin population.
Atoms and positions in Å:
1 Ti -0.092 2.414 1.516  0.947
2 N 1.333 2.642 3.235  0.004
3 C 2.262 1.522 3.479  0.003
4 C 1.521 0.269 3.922  0.000
5 C 0.690 -0.384 2.827  0.002
6 N -0.516 0.402 2.480  0.010
7 H 1.824 3.452 2.861  0.001
8 H 0.919 2.947 4.112  0.000
9 H 3.010 1.796 4.228  0.000
10 H 2.781 1.323 2.539  0.000
11 H 0.902 0.488 4.801  0.000
12 H 2.263 -0.463 4.247  0.000
13 H 0.412 -1.397 3.128  0.000
14 H 1.293 -0.470 1.923  0.000
15 H -1.147 0.454 3.275  0.000
16 H -1.043 -0.071 1.748  0.003
17 F -4.917 6.878 2.984  0.000
18 C -4.333 5.825 2.410  0.000
19 C -3.196 5.268 2.964  0.000
20 F -2.670 5.773 4.083  0.000
21 C -2.622 4.182 2.341  0.001
22 F -1.498 3.650 2.927  0.005
23 C -3.100 3.596 1.180  0.005
24 S -2.324 2.211 0.439  0.009
25 C -4.249 4.185 0.656  0.000
26 F -4.798 3.697 -0.458  0.000
27 C -4.857 5.276 1.251  0.000
28 F -5.954 5.810 0.713  0.000
29 C 1.742 4.213 -1.186  -0.001
30 C 1.203 3.508 0.024  0.000
31 O 0.656 4.263 0.956  0.038
32 N 1.211 2.208 0.185  -0.031
33 Te 0.093 -0.030 -1.703  0.001
34 C -0.807 -1.616 -2.800  0.000
35 C -2.199 -1.758 -2.754  0.000
36 C -3.091 -0.810 -1.993  0.000
37 C -2.793 -2.831 -3.413  0.000
38 C -2.045 -3.763 -4.118  0.000
39 C -2.705 -4.907 -4.838  0.000
40 C -0.669 -3.586 -4.175  0.000
41 C -0.035 -2.524 -3.539  0.000
42 C 1.458 -2.394 -3.677  0.000
43 C 1.409 -1.273 -0.592  0.000
44 C 0.939 -2.437 0.030  0.000
45 C -0.486 -2.907 -0.077  0.000
46 C 1.820 -3.195 0.801  0.000
47 C 3.141 -2.823 0.987  0.000
48 C 4.078 -3.654 1.821  0.000
49 C 3.587 -1.667 0.357  0.000
50 C 2.755 -0.895 -0.447  0.000
51 C 3.336 0.310 -1.133  -0.001
52 H 0.991 4.908 -1.562  0.000
53 H 2.020 3.499 -1.958  0.000
54 H 2.615 4.801 -0.896  0.000
55 H -2.810 0.236 -2.114  0.000
56 H -3.057 -1.019 -0.920  0.000
57 H -4.125 -0.920 -2.321  0.000
58 H -3.872 -2.938 -3.372  0.000
59 H -3.709 -5.088 -4.455  0.000
60 H -2.126 -5.826 -4.731  0.000
61 H -2.790 -4.696 -5.906  0.000
62 H -0.067 -4.291 -4.740  0.000
63 H 1.821 -3.023 -4.489  0.000
64 H 1.976 -2.688 -2.762  0.000
65 H 1.739 -1.360 -3.886  0.000
66 H -0.699 -3.658 0.684  0.000
67 H -0.697 -3.344 -1.055  0.000
68 H -1.186 -2.074 0.037  0.000
69 H 1.451 -4.098 1.277  0.000
70 H 3.539 -4.426 2.370  0.000
71 H 4.620 -3.038 2.541  0.000
72 H 4.822 -4.149 1.194  0.000
73 H 4.623 -1.366 0.474  0.000
74 H 4.418 0.339 -1.004  0.000
75 H 2.897 1.224 -0.731  0.000
76 H 3.112 0.291 -2.202  0.000


No. 2
C26H29Br2N8O3Pt as an isolated structure in a non-equilibrium geometry, computed with ωB97M-V/def2-TZVPD.

Spin multiplicity: 5
Maximum force (eV/A): 1.88
⟨S²⟩: 6.035
Charge: +3
HOMO energy (spin up / spin down) (eV): -15.8 / -16.2
Orbital gap (spin up / spin down) (eV): 7.86 / 5.07
DFT total energy (Ha): -6938.39188

Last column: Löwdin spin population.
Atoms and positions in Å:
1 Pt 0.319 -0.056 0.470  1.874
2 N -0.204 -0.490 -1.848  0.217
3 C 0.852 -0.188 -2.801  0.012
4 C 1.013 -1.248 -3.906  0.009
5 C 1.543 -2.642 -3.479  0.000
6 C 2.622 -3.191 -4.432  0.000
7 N 3.859 -2.425 -4.380  0.000
8 C 5.043 -2.830 -3.932  0.000
9 N 5.352 -4.127 -3.848  0.000
10 N 5.937 -1.914 -3.569  0.000
11 C 2.215 0.002 -2.032  0.016
12 O 3.202 0.230 -2.708  0.038
13 O 2.148 -0.092 -0.766  0.159
14 H -0.417 -1.483 -1.821  0.001
15 H -1.053 0.039 -2.018  0.007
16 H 0.663 0.780 -3.266  0.001
17 H 1.669 -0.800 -4.652  0.002
18 H 0.043 -1.366 -4.393  0.000
19 H 0.722 -3.360 -3.502  0.000
20 H 1.946 -2.623 -2.461  0.000
21 H 2.234 -3.170 -5.451  0.000
22 H 2.831 -4.229 -4.181  0.000
23 H 3.745 -1.422 -4.405  0.000
24 H 4.802 -4.816 -4.331  0.000
25 H 6.281 -4.403 -3.580  0.000
26 H 5.665 -0.948 -3.481  0.000
27 H 6.887 -2.161 -3.353  0.000
28 N 0.420 -3.156 2.115  0.000
29 C 1.524 -2.372 2.367  0.018
30 C 2.478 -2.868 3.269  0.009
31 C 3.620 -2.146 3.518  -0.001
32 C 3.821 -0.933 2.856  0.007
33 C 2.848 -0.500 1.994  0.018
34 N 1.716 -1.196 1.769  0.193
35 C -0.830 -2.878 1.595  0.011
36 C -1.875 -3.746 1.945  0.008
37 C -3.151 -3.487 1.506  -0.003
38 C -3.377 -2.371 0.699  0.007
39 C -2.302 -1.589 0.366  0.014
40 N -1.047 -1.839 0.791  0.146
41 H 0.455 -4.040 2.596  0.000
42 H 2.302 -3.816 3.759  0.002
43 H 4.359 -2.520 4.213  0.000
44 H 4.710 -0.341 3.012  0.001
45 H 2.964 0.417 1.432  0.004
46 H -1.673 -4.600 2.578  0.001
47 H -3.969 -4.131 1.799  0.000
48 H -4.367 -2.134 0.338  0.001
49 H -2.435 -0.721 -0.266  0.003
50 C 1.378 3.033 -1.265  0.000
51 C 0.942 3.300 0.135  0.012
52 C 1.130 4.588 0.674  0.009
53 C 0.641 4.899 1.911  0.016
54 C -0.063 3.917 2.636  0.026
55 C -0.684 4.147 3.909  0.218
56 Br -0.671 5.853 4.665  0.118
57 C -1.319 3.121 4.600  0.000
58 C -1.384 1.859 4.056  0.147
59 Br -2.206 0.448 4.965  0.054
60 C -0.828 1.565 2.765  0.156
61 O -0.927 0.418 2.253  0.308
62 C -0.153 2.642 2.064  0.063
63 N 0.352 2.343 0.843  0.101
64 H 2.457 3.158 -1.370  0.000
65 H 0.902 3.751 -1.935  0.000
66 H 1.101 2.028 -1.561  0.000
67 H 1.651 5.326 0.079  0.001
68 H 0.781 5.887 2.327  0.001
69 H -1.763 3.324 5.565  -0.002